This record from the Open Molecules 2025 dataset describes 2 unconnected molecules or ions with the total composition C3H9NO. The level of theory is ωB97M-V/def2-TZVPD.

The gap between HOMO and LUMO (alpha / beta) comes out at 2.71 / 8.65 eV. As for the energy relative to the best compared isomer or geometry (same formula, charge and spin): 62.6 kcal/mol. As for the HOMO energy (alpha / beta): 1.13 / -4.67 eV.

```
! wB97M-V def2-TZVPD RIJCOSX def2/J DEFGRID3
* xyz -1 2
C 2.66 3.22 -1.40
O 2.74 1.72 -1.67
H 1.53 3.41 -1.47
H 2.99 3.32 -0.31
H 3.31 3.68 -2.13
C -1.99 -1.77 1.40
C -2.90 -2.74 1.75
N -1.35 -1.71 0.16
H -1.59 -0.94 2.05
H -3.97 -2.51 1.95
H -2.87 -3.70 1.33
H -0.38 -1.32 0.21
H 3.35 1.36 -1.07
H -1.52 -2.02 -0.80
*
```

***

This record from the Open Molecules 2025 dataset describes 8 unconnected molecules or ions with the total composition C32H40N8. The level of theory is ωB97M-V/def2-TZVPD.

The gap between HOMO and LUMO comes out at 7.99 eV. As for the energy relative to the best compared isomer or geometry (same formula, charge and spin): 131.1 kcal/mol. As for the HOMO energy: -7.48 eV. The SMILES is c1cc[nH]c1.c1cc[nH]c1.c1cc[nH]c1.c1cc[nH]c1.c1cc[nH]c1.c1cc[nH]c1.c1cc[nH]c1.c1cc[nH]c1.

```
! wB97M-V def2-TZVPD RIJCOSX def2/J DEFGRID3
* xyz 0 1
C 0.65 5.22 1.39
C 0.68 6.38 0.63
C -0.69 6.55 0.09
N -1.42 5.49 0.63
C -0.58 4.68 1.35
H 1.48 4.77 1.98
H 1.43 7.17 0.48
H -1.14 7.36 -0.51
H -2.42 5.33 0.58
H -0.91 3.80 1.89
C -0.91 2.98 -1.80
C 0.36 3.64 -1.80
C 1.28 2.82 -2.72
N 0.40 1.83 -3.13
C -0.90 1.91 -2.66
H -1.80 3.33 -1.22
H 0.67 4.55 -1.26
H 2.25 2.87 -3.08
H 0.63 1.17 -3.91
H -1.65 1.24 -3.03
C 1.40 -5.68 0.21
C 1.58 -4.98 1.47
C 0.60 -4.01 1.50
N -0.10 -3.90 0.29
C 0.43 -4.84 -0.60
H 1.95 -6.56 -0.11
H 2.23 -5.16 2.28
H 0.40 -3.39 2.31
H -0.79 -3.14 0.08
H 0.06 -5.04 -1.58
C -2.86 0.69 1.65
C -2.91 -0.48 2.46
C -1.56 -1.18 2.28
N -0.90 -0.38 1.36
C -1.65 0.75 1.01
H -3.62 1.47 1.52
H -3.73 -0.72 3.15
H -1.18 -2.13 2.66
H 0.00 -0.54 0.97
H -1.27 1.55 0.41
C 1.20 -1.54 4.37
C 1.31 -1.87 5.77
C 0.87 -0.66 6.52
N 0.38 0.21 5.59
C 0.73 -0.24 4.29
H 1.53 -2.06 3.53
H 1.71 -2.82 6.21
H 0.87 -0.45 7.54
H 0.04 1.16 5.93
H 0.63 0.31 3.41
C -2.74 -3.73 -1.51
C -2.02 -2.91 -2.45
C -1.65 -1.64 -1.67
N -2.30 -1.85 -0.49
C -2.83 -3.09 -0.32
H -3.13 -4.73 -1.63
H -1.67 -3.24 -3.41
H -1.03 -0.70 -1.87
H -2.19 -1.15 0.32
H -3.26 -3.43 0.65
C 2.06 -1.03 0.79
C 2.27 0.20 1.40
C 1.82 1.24 0.62
N 1.23 0.66 -0.53
C 1.48 -0.68 -0.58
H 2.44 -1.96 1.22
H 2.79 0.31 2.32
H 1.70 2.32 0.81
H 0.86 1.21 -1.33
H 1.21 -1.17 -1.47
C 2.12 -0.55 -4.75
C 0.93 -1.33 -4.63
C -0.18 -0.50 -5.19
N 0.48 0.64 -5.60
C 1.85 0.60 -5.47
H 3.13 -0.81 -4.42
H 0.67 -2.29 -4.19
H -1.25 -0.73 -5.27
H -0.03 1.35 -6.05
H 2.46 1.52 -5.66
*
```

***

This record from the Open Molecules 2025 dataset describes a molecular structure, C28H37ClN4P2Ti. The level of theory is ωB97M-V/def2-TZVPD.

The gap between HOMO and LUMO (alpha / beta) comes out at 5.94 / 7.51 eV. As for the energy relative to the best compared isomer or geometry (same formula, charge and spin): 0.0 kcal/mol. As for the HOMO energy (alpha / beta): -6.07 / -7.82 eV.

```
! wB97M-V def2-TZVPD RIJCOSX def2/J DEFGRID3
* xyz 0 3
Ti -0.25 -0.91 -0.79
C -1.23 1.74 -0.72
C -1.54 0.82 -1.70
C -1.00 0.81 -3.13
C 0.25 -0.05 -3.35
C 1.31 -0.01 -2.25
C 1.54 1.08 -1.43
C 1.05 2.45 -1.67
C -0.24 2.83 -0.89
C 1.36 -1.21 0.48
H -1.85 1.77 0.18
H -2.47 0.24 -1.61
H -0.85 1.82 -3.53
H -1.81 0.35 -3.74
H -0.07 -1.10 -3.51
H 0.72 0.24 -4.31
H 2.06 -0.81 -2.33
H 2.20 1.01 -0.56
H 0.90 2.67 -2.74
H 1.84 3.13 -1.29
H 0.05 3.19 0.11
H -0.70 3.70 -1.41
H 1.03 -0.70 1.41
H 2.30 -0.78 0.11
H 1.45 -2.30 0.67
P 1.33 -1.19 -8.15
P -1.79 -0.65 -7.78
N 2.76 -0.16 -8.21
N 2.06 -2.42 -9.27
N -2.03 1.08 -7.67
N -3.44 -1.02 -8.32
C 0.42 -0.27 -9.52
C -1.08 -0.62 -9.53
C 3.23 0.51 -7.07
C 4.27 1.36 -7.44
C 4.45 1.22 -8.86
C 3.50 0.31 -9.30
C 2.20 -3.75 -8.85
C 2.67 -4.51 -9.92
C 2.81 -3.63 -11.04
C 2.42 -2.36 -10.62
C -1.81 1.74 -6.45
C -1.93 3.10 -6.65
C -2.21 3.31 -8.04
C -2.25 2.06 -8.64
C -4.30 -0.32 -9.18
C -5.39 -1.13 -9.50
C -5.17 -2.40 -8.86
C -3.97 -2.32 -8.18
H 0.83 -0.51 -10.52
H 0.59 0.81 -9.34
H -1.62 0.07 -10.20
H -1.25 -1.64 -9.90
H 2.77 0.32 -6.11
H 4.84 2.00 -6.80
H 5.17 1.72 -9.48
H 3.29 -0.03 -10.30
H 1.93 -4.02 -7.84
H 2.88 -5.57 -9.91
H 3.15 -3.88 -12.03
H 2.36 -1.45 -11.19
H -1.59 1.16 -5.58
H -1.83 3.88 -5.90
H -2.36 4.25 -8.54
H -2.41 1.79 -9.67
H -4.07 0.68 -9.50
H -6.22 -0.85 -10.12
H -5.83 -3.26 -8.91
H -3.42 -3.05 -7.60
Cl -0.98 0.42 2.21
C -1.51 -0.76 0.93
H -1.59 -1.75 1.42
H -2.49 -0.42 0.58
*
```

***

This record from the Open Molecules 2025 dataset describes 2 unconnected molecules or ions with the total composition CH3FOS. The level of theory is ωB97M-V/def2-TZVPD.

The gap between HOMO and LUMO comes out at 9.68 eV. As for the energy relative to the best compared isomer or geometry (same formula, charge and spin): 52.9 kcal/mol. As for the HOMO energy: -9.99 eV. The SMILES is C=O.FS.

```
! wB97M-V def2-TZVPD RIJCOSX def2/J DEFGRID3
* xyz 0 1
C 1.36 -0.45 0.23
O 1.79 0.45 -0.46
H 0.41 -0.93 -0.19
H 1.74 -0.95 1.11
F -1.04 0.69 0.90
S -1.58 0.14 -0.60
H -2.68 1.06 -0.99
*
```

***

This record from the Open Molecules 2025 dataset describes 12 unconnected molecules or ions with the total composition C41H68BFI2N13O4PS. The level of theory is ωB97M-V/def2-TZVPD.

The gap between HOMO and LUMO comes out at 7.44 eV. As for the HOMO energy: -7.34 eV. The SMILES is C#C[C@@](O[C@H](C=C)CCCCN)([C@H](I)[C@H](C)I)[C@@](NB(O)CC)([C@@H](F)CC)P(O)(O)=S.CC#N.CC#N.CC#N.CC#N.CC#N.CC#N.CC#N.CC#N.CC#N.CC#N.CC#N.

```
! wB97M-V def2-TZVPD RIJCOSX def2/J DEFGRID3
* xyz 0 1
C -2.73 2.38 -0.35
C -2.60 1.32 0.19
C -2.44 -0.10 0.87
O -1.05 -0.24 1.14
C -0.37 0.59 2.04
C 0.33 1.88 1.48
C 0.53 2.21 0.17
C 0.78 -0.36 2.70
C 2.27 0.06 2.45
C 2.81 -0.24 0.98
C 4.09 0.64 0.59
N 3.73 1.61 -0.47
C -3.31 -0.04 2.17
I -2.75 -1.51 3.73
C -4.88 0.02 2.22
C -5.74 -1.23 1.83
I -5.80 1.87 1.44
C -2.69 -1.29 -0.22
N -2.89 -2.54 0.50
B -2.37 -3.81 -0.08
O -2.96 -4.43 -1.23
C -1.14 -4.68 0.55
C -0.58 -4.12 1.91
C -4.02 -0.84 -1.03
F -3.71 -0.08 -2.21
C -4.91 -2.02 -1.58
C -6.11 -1.34 -2.41
P -1.32 -1.31 -1.52
O -0.90 0.22 -2.11
O -1.83 -2.16 -2.89
S 0.39 -2.04 -1.03
H -3.09 3.33 -0.76
H -0.90 0.95 2.97
H 0.67 2.62 2.26
H 0.86 1.53 -0.64
H 0.34 3.28 -0.12
H 0.68 -1.42 2.34
H 0.64 -0.43 3.82
H 2.56 1.09 2.81
H 2.90 -0.64 3.08
H 3.06 -1.33 0.96
H 2.04 -0.07 0.18
H 4.82 -0.07 0.10
H 4.62 1.10 1.46
H 3.13 1.20 -1.18
H 3.35 2.48 -0.08
H -3.02 0.93 2.68
H -5.09 0.15 3.33
H -6.71 -1.14 2.41
H -6.04 -1.31 0.76
H -5.27 -2.17 2.25
H -3.85 -2.73 0.77
H -2.30 -4.49 -1.94
H -0.33 -4.72 -0.23
H -1.51 -5.74 0.69
H -0.78 -3.02 1.95
H 0.55 -4.23 1.93
H -0.96 -4.63 2.83
H -4.69 -0.17 -0.44
H -4.29 -2.56 -2.35
H -5.30 -2.70 -0.78
H -6.19 -0.30 -1.97
H -7.06 -1.92 -2.35
H -5.73 -1.20 -3.45
H -1.13 0.23 -3.06
H -1.24 -1.85 -3.62
C 4.04 -0.42 -4.26
C 2.61 -0.39 -4.67
N 1.51 -0.36 -5.00
H 4.28 -1.39 -3.84
H 4.68 -0.24 -5.13
H 4.23 0.35 -3.51
C -0.44 -7.44 -3.16
C -0.88 -6.07 -3.53
N -1.23 -5.02 -3.82
H -0.05 -7.43 -2.14
H -1.28 -8.13 -3.21
H 0.35 -7.77 -3.84
C 5.06 5.96 -0.45
C 4.06 5.09 0.21
N 3.29 4.41 0.73
H 5.87 5.35 -0.86
H 4.58 6.51 -1.27
H 5.46 6.67 0.27
C 8.16 -1.04 1.54
C 7.67 -1.00 0.14
N 7.31 -0.96 -0.96
H 8.33 -0.03 1.91
H 7.42 -1.52 2.19
H 9.09 -1.61 1.59
C 5.77 1.10 -8.60
C 6.03 0.17 -7.48
N 6.22 -0.56 -6.62
H 4.93 1.76 -8.35
H 6.65 1.71 -8.79
H 5.52 0.55 -9.50
C 4.08 4.41 -9.94
C 4.64 3.38 -10.85
N 5.07 2.58 -11.55
H 3.15 4.05 -9.50
H 4.79 4.63 -9.14
H 3.88 5.33 -10.50
C -8.50 0.02 -5.55
C -9.46 -0.88 -4.86
N -10.21 -1.57 -4.33
H -7.69 -0.57 -5.99
H -9.00 0.57 -6.34
H -8.07 0.73 -4.84
C -3.41 3.92 4.11
C -2.41 2.89 4.48
N -1.63 2.09 4.76
H -3.27 4.22 3.07
H -4.41 3.53 4.24
H -3.28 4.80 4.75
C 4.97 -0.24 5.73
C 5.47 -1.10 4.63
N 5.85 -1.76 3.77
H 3.88 -0.24 5.73
H 5.33 -0.63 6.68
H 5.32 0.78 5.60
C -5.41 4.40 8.13
C -5.59 4.94 6.76
N -5.74 5.35 5.70
H -4.68 5.01 8.67
H -6.35 4.43 8.67
H -5.05 3.37 8.08
C 2.77 -1.12 9.35
C 2.46 -0.20 8.23
N 2.22 0.51 7.36
H 2.31 -0.76 10.27
H 2.39 -2.12 9.13
H 3.85 -1.18 9.50
*
```

***

This record from the Open Molecules 2025 dataset describes C20H25N3OS in the gas phase. The level of theory is ωB97M-V/def2-TZVPD.

The gap between HOMO and LUMO comes out at 8.44 eV. As for the energy relative to the best compared isomer or geometry (same formula, charge and spin): 44.5 kcal/mol. As for the HOMO energy: -7.79 eV. The SMILES is COc1ccc(CNC(=S)N2CCN(Cc3ccccc3)CC2)cc1.

```
! wB97M-V def2-TZVPD RIJCOSX def2/J DEFGRID3
* xyz 0 1
C -1.34 -5.79 -3.94
O -1.38 -5.25 -2.65
C -1.91 -4.01 -2.48
C -1.95 -3.54 -1.16
C -2.48 -2.29 -0.88
C -2.97 -1.48 -1.90
C -3.52 -0.12 -1.58
N -2.53 0.70 -0.92
C -2.54 0.97 0.41
S -3.83 0.52 1.35
N -1.51 1.68 0.94
C -0.29 2.06 0.25
C 0.86 1.13 0.68
N 1.06 1.12 2.11
C 1.79 2.28 2.61
C 3.19 2.30 2.08
C 3.75 3.45 1.55
C 5.05 3.45 1.08
C 5.81 2.30 1.13
C 5.26 1.14 1.66
C 3.96 1.14 2.13
C -0.18 0.85 2.80
C -1.33 1.77 2.37
C -2.92 -1.95 -3.20
C -2.41 -3.20 -3.50
H -0.72 -5.19 -4.62
H -2.35 -5.89 -4.37
H -0.90 -6.78 -3.83
H -1.57 -4.17 -0.38
H -2.52 -1.95 0.14
H -4.37 -0.20 -0.89
H -3.85 0.39 -2.49
H -1.66 0.80 -1.43
H -0.06 3.09 0.54
H -0.41 2.05 -0.84
H 0.62 0.10 0.37
H 1.79 1.43 0.19
H 1.82 2.19 3.71
H 1.30 3.24 2.38
H 3.16 4.36 1.51
H 5.47 4.36 0.67
H 6.82 2.30 0.76
H 5.85 0.23 1.70
H 3.52 0.24 2.54
H -0.47 -0.18 2.56
H -0.03 0.92 3.88
H -1.11 2.81 2.63
H -2.26 1.48 2.86
H -3.30 -1.34 -4.01
H -2.39 -3.54 -4.53
*
```